A cluster of 7 separate species, C11H32O7 in total in a non-equilibrium geometry. Source: OMol25; level of theory: ωB97M-V/def2-TZVPD.

```
50
Properties=species:S:1:pos:R:3:forces:R:3
C -0.545573 1.605009 14.237355 3.2363 0.6301 -1.1649
C 0.324969 2.849286 14.413489 -0.2920 -0.0285 -0.6614
C 1.841461 2.638677 14.391108 -0.6502 0.9599 0.9266
O -0.176831 3.948579 14.475044 0.1261 0.3997 0.2591
H 0.098621 1.008282 13.564478 -0.7452 -0.3946 0.3507
H -1.474978 1.780601 13.803125 -1.5160 0.5788 -0.6158
H -0.619637 1.150765 15.171822 -0.1493 -1.0804 1.5784
H 2.337980 3.644020 14.473053 -0.3533 -1.1324 -0.4766
H 2.110043 1.979200 13.566031 0.2449 0.3897 -0.1496
H 2.085475 2.111411 15.313064 0.0729 -0.1383 0.1183
C 1.070200 8.952611 12.306189 -0.2668 1.1394 -1.1752
C 0.426975 7.825738 11.551913 0.1623 -1.4382 0.2249
C -1.073195 8.055939 11.283089 1.0004 -2.4284 -0.5458
O 1.063019 6.836811 11.189913 -1.1395 1.4079 0.3346
H 2.010312 9.213824 11.820741 -0.0338 0.1490 -0.1804
H 1.328180 8.721705 13.311052 -0.1473 -0.5309 0.8667
H 0.362531 9.807673 12.284646 0.6969 -0.2686 0.1931
H -1.572387 8.425174 12.144346 -0.2815 0.7612 0.6141
H -1.576297 7.112292 11.000191 0.4371 0.3120 0.0994
H -1.105766 8.680323 10.417832 -0.3317 0.8999 -0.4291
C 3.556169 6.160273 13.565695 -0.0442 2.3680 -1.8715
O 4.299263 5.027220 13.811597 1.1146 -1.8342 0.6051
H 2.493798 6.016522 13.722808 -0.2790 0.2069 0.4567
H 3.974956 7.085155 14.081147 -0.5495 -1.5367 -0.0637
H 3.662786 6.421924 12.488338 -0.2715 -0.0080 0.4530
H 3.983086 4.258051 13.297329 0.1112 0.8832 0.3100
C 4.880232 1.235196 18.436222 0.3705 -0.2720 -0.3846
O 3.515280 1.116573 18.038784 0.6123 0.6236 0.9771
H 4.983572 1.312308 19.489692 -0.2757 -0.0364 1.1139
H 5.557322 0.431305 18.120302 -0.5986 -0.2216 -0.1422
H 5.285047 2.118744 18.020866 0.3343 1.1354 -0.5645
H 3.463751 0.359593 17.497390 -0.3345 -1.2944 -0.9954
C -0.061831 2.315453 18.211131 -0.5276 -0.1248 -1.7313
O 0.889653 1.542203 17.491211 -0.5648 0.4826 -0.4881
H 0.086821 3.405836 18.225450 0.2890 -0.2582 -0.2776
H -1.028662 2.095657 17.725150 0.2689 0.3068 0.3450
H -0.085661 1.959032 19.191674 -0.3216 -0.3982 1.8272
H 1.699913 1.512188 17.993506 0.6786 0.1055 0.2082
C 4.165301 5.437037 17.210323 1.3126 -1.2043 -0.5166
O 4.721128 4.268473 16.534992 -0.1085 0.9250 -0.0111
H 3.663439 5.198975 18.133368 0.4391 -0.6645 0.5862
H 4.910241 6.218375 17.357673 0.0961 -0.0481 0.1353
H 3.379673 5.809575 16.642355 -1.3938 1.0128 -1.4328
H 4.841986 4.497996 15.571921 -0.4090 -0.0732 1.2846
C -0.374636 7.381263 15.766468 0.3868 -0.9619 0.2784
O -0.157350 7.087757 14.419792 0.2802 -1.5321 -1.0701
H 0.058785 6.563649 16.403417 -0.7729 0.7390 -0.2026
H 0.175542 8.270034 15.955146 0.3744 0.9546 0.5411
H -1.433666 7.566563 15.889469 -0.2922 -0.1333 0.7474
H -0.182196 6.108585 14.349628 0.0045 0.6714 -0.2841
```
Positions in Å, forces in eV/Å.

Values from the calculation:
highest occupied orbital energy: -9.30 eV
calculated total energy: -26255.4692 eV
energy relative to the best compared isomer or geometry (same formula, charge and spin): 0.690 eV
SMILES string: CC(C)=O.CC(C)=O.CO.CO.CO.CO.CO
maximum force: 3.5 eV/A